# C19H64O13

13 unconnected molecules or ions with the total composition C19H64O13 (ωB97M-V/def2-TZVPD, the Open Molecules 2025 dataset).

Element x y z (Å)
C1 0.25 3.74 -2.78
C2 1.01 2.47 -3.15
O1 0.21 1.32 -2.98
H1 -0.77 3.63 -3.14
H2 0.62 4.63 -3.29
H3 0.18 3.95 -1.71
H4 1.93 2.37 -2.56
H5 1.29 2.44 -4.20
H6 0.62 0.53 -3.34
C3 2.25 -1.34 -5.32
C4 1.76 -2.16 -4.10
O2 1.34 -1.28 -3.06
H7 3.18 -0.82 -5.08
H8 1.52 -0.64 -5.73
H9 2.42 -1.99 -6.18
H10 2.65 -2.70 -3.79
H11 1.00 -2.89 -4.37
H12 1.24 -1.85 -2.29
C5 -2.19 -2.75 0.51
C6 -2.17 -3.88 -0.52
O3 -3.42 -3.98 -1.18
H13 -1.37 -2.91 1.22
H14 -3.09 -2.81 1.12
H15 -2.00 -1.76 0.11
H16 -2.00 -4.89 -0.18
H17 -1.44 -3.60 -1.28
H18 -3.61 -3.20 -1.70
C7 1.12 -5.18 -1.77
C8 2.06 -4.26 -1.00
O4 1.55 -2.99 -0.83
H19 1.59 -6.11 -2.10
H20 0.78 -4.73 -2.70
H21 0.29 -5.45 -1.11
H22 3.07 -4.15 -1.39
H23 2.17 -4.59 0.03
H24 1.47 -2.75 0.09
C9 -2.35 -1.24 4.90
C10 -1.01 -0.71 4.28
O5 -0.36 -1.81 3.65
H25 -2.17 -2.11 5.53
H26 -3.08 -1.56 4.16
H27 -2.84 -0.53 5.58
H28 -0.31 -0.31 5.01
H29 -1.18 0.07 3.54
H30 -0.03 -2.37 4.36
C11 -3.73 0.67 1.77
C12 -4.20 1.95 2.49
O6 -3.30 2.34 3.52
H31 -3.75 -0.22 2.41
H32 -2.70 0.75 1.41
H33 -4.45 0.46 0.98
H34 -5.21 1.80 2.88
H35 -4.36 2.77 1.79
H36 -2.43 2.42 3.11
C13 2.59 -2.96 2.60
O7 1.53 -2.39 1.83
H37 3.18 -2.16 3.05
H38 2.31 -3.65 3.40
H39 3.17 -3.58 1.91
H40 1.02 -1.86 2.44
C14 -3.57 1.72 -2.50
O8 -4.39 1.00 -3.36
H41 -3.57 2.75 -2.86
H42 -4.04 1.72 -1.52
H43 -2.59 1.28 -2.41
H44 -4.98 1.61 -3.81
C15 0.29 3.51 2.43
O9 -0.84 2.64 2.26
H45 0.45 4.18 1.59
H46 0.26 4.07 3.37
H47 1.21 2.93 2.55
H48 -0.77 2.20 1.41
C16 -2.33 4.63 0.09
O10 -1.37 5.52 -0.35
H49 -3.31 5.08 -0.06
H50 -2.26 3.72 -0.50
H51 -2.17 4.42 1.15
H52 -1.07 6.15 0.31
C17 0.09 0.25 0.05
O11 -0.63 1.41 -0.24
H53 1.14 0.49 -0.17
H54 -0.05 -0.07 1.08
H55 -0.13 -0.62 -0.57
H56 -0.51 1.62 -1.17
C18 4.44 -0.72 0.05
O12 5.34 0.06 0.83
H57 3.38 -0.45 0.11
H58 4.72 -0.72 -1.00
H59 4.53 -1.78 0.31
H60 6.08 -0.46 1.16
C19 3.89 3.00 0.93
O13 5.02 2.68 0.24
H61 3.00 2.54 0.52
H62 4.04 2.65 1.95
H63 3.76 4.08 0.95
H64 5.11 1.73 0.35

Output
- Energy relative to the best compared isomer or geometry (same formula, charge and spin): 25.5 kcal/mol
- Orbital gap: 9.778 eV
- Energy: -47354.04823 eV
- Maximum force: 0.0470 Eh/bohr
- Net charge: 0

=====

# C19H66B2NO37

A molecular structure, C19H66B2NO37 (ωB97M-V/def2-TZVPD, the Open Molecules 2025 dataset).

Element x y z (Å)
C1 2.61 -1.39 1.97
C2 1.25 -2.12 1.58
C3 0.13 -1.25 0.99
C4 0.55 -0.54 -0.34
N1 -0.48 0.22 -1.13
C5 -1.30 0.98 -0.26
C6 -2.67 1.20 -1.03
C7 -2.97 -0.21 -1.42
C8 -1.57 -0.73 -1.70
C9 0.12 1.03 -2.17
C10 1.25 0.22 -2.90
C11 1.90 1.03 -4.11
H1 3.35 -2.09 2.47
H2 2.12 -0.43 2.63
H3 3.14 -1.12 1.18
H4 0.93 -2.67 2.40
H5 1.62 -2.92 0.84
H6 -0.15 -0.55 1.74
H7 -0.77 -1.92 0.80
H8 1.09 -1.41 -0.86
H9 1.20 0.10 -0.28
H10 -1.07 2.09 -0.09
H11 -1.58 0.53 0.69
H12 -2.61 1.73 -1.99
H13 -3.57 1.53 -0.47
H14 -3.72 -0.18 -2.26
H15 -3.66 -0.60 -0.64
H16 -1.57 -0.74 -2.83
H17 -1.46 -1.72 -1.16
H18 0.57 1.86 -1.39
H19 -0.44 1.25 -3.19
H20 0.72 -0.74 -3.46
H21 2.06 -0.11 -2.28
H22 2.17 2.08 -3.83
H23 1.22 1.18 -4.90
H24 2.83 0.55 -4.62
O1 -0.64 4.35 -1.78
C12 -0.90 5.07 -0.86
O2 -0.03 5.51 -0.07
B1 -0.72 5.92 1.14
O3 -2.14 5.51 1.00
C13 -2.16 5.11 -0.20
O4 -3.16 4.69 -0.81
O5 -0.56 7.32 1.41
C14 0.21 7.44 2.42
O6 0.80 8.49 2.59
C15 0.67 6.26 2.96
O7 0.04 5.34 2.32
O8 1.32 6.06 3.94
O9 4.06 1.47 -1.00
C16 3.56 2.26 -0.21
O10 2.99 1.77 0.79
B2 2.21 2.76 1.44
O11 2.63 4.01 0.61
C17 3.37 3.62 -0.25
O12 3.46 4.28 -1.26
O13 2.57 2.89 2.87
C18 1.50 2.59 3.40
O14 1.43 2.52 4.66
C19 0.49 2.37 2.57
O15 0.78 2.40 1.40
O16 -0.72 2.07 2.90
O17 1.22 -6.25 1.22
H25 2.06 -5.90 1.35
H26 0.85 -5.33 1.50
O18 5.50 0.72 -5.57
H27 5.66 -0.06 -4.96
H28 5.64 1.08 -4.81
O19 2.34 3.83 -6.14
H29 3.01 3.82 -5.42
H30 1.60 4.16 -5.55
O20 1.91 -4.30 -1.33
H31 1.97 -4.48 -0.39
H32 1.11 -4.21 -1.73
O21 -1.41 -2.92 4.18
H33 -1.47 -2.05 4.47
H34 -2.33 -3.23 4.27
O22 5.62 -2.20 0.02
H35 5.91 -1.47 0.40
H36 5.49 -2.67 0.95
O23 1.34 -4.44 4.75
H37 1.34 -4.84 5.71
H38 0.68 -3.77 4.85
O24 3.36 -4.86 2.77
H39 2.62 -4.58 3.26
H40 3.93 -5.46 3.26
O25 -4.02 3.74 -4.49
H41 -4.24 3.66 -3.50
H42 -4.71 3.94 -5.04
O26 -5.16 -1.13 1.23
H43 -4.75 -0.75 1.98
H44 -5.49 -0.41 0.81
O27 -1.03 -4.37 -2.37
H45 -1.61 -3.77 -2.82
H46 -1.44 -5.22 -2.25
O28 -6.51 -0.88 -1.82
H47 -7.15 -0.60 -2.57
H48 -6.50 0.06 -1.36
O29 -2.85 -2.76 -3.61
H49 -3.63 -2.86 -3.23
H50 -2.92 -2.47 -4.42
O30 4.36 -2.68 5.07
H51 3.65 -2.13 5.69
H52 4.03 -3.48 4.84
O31 -3.94 -3.47 1.67
H53 -4.06 -3.25 2.46
H54 -4.31 -2.71 1.24
O32 -5.08 3.45 -1.97
H55 -4.61 4.23 -1.86
H56 -5.84 3.78 -2.18
O33 5.94 -3.63 2.45
H57 5.80 -3.13 3.30
H58 5.10 -4.20 2.49
O34 -2.08 -0.12 4.35
H59 -1.24 0.23 4.12
H60 -2.07 -0.31 5.25
O35 -0.96 -4.48 1.80
H61 -1.15 -4.04 2.68
H62 -1.70 -4.54 1.19
O36 -6.40 1.42 -0.35
H63 -5.91 2.02 -0.68
H64 -7.11 1.87 0.31
O37 2.77 -2.69 -5.22
H65 3.45 -2.16 -5.67
H66 3.18 -3.05 -4.52

Output
- Energy relative to the best compared isomer or geometry (same formula, charge and spin): 89.7 kcal/mol
- Orbital gap: 8.484 eV
- Energy: -99372.61642 eV
- Maximum force: 0.2760 Eh/bohr
- Net charge: -1